Record 1
Molecular formula: C2H4S3
Method: DFT, the ωB97M-V functional and the def2-TZVPD basis

Element x y z (Å)
C -1.90 0.51 0.32
C 0.65 0.16 -0.21
S -0.57 1.37 -0.05
S 2.33 0.52 0.19
S 0.12 -1.54 -0.05
H -2.97 0.98 0.22
H -1.90 -0.43 0.77
H 2.73 0.37 -1.03
H 1.51 -1.95 -0.15

LUMO energy (alpha / beta) ... -0.23 / -0.09 eV
Total energy ... -34641.441 eV
E_HOMO (alpha / beta) ... -7.6 / -7.5 eV
Energy above the lowest of the compared OMol25 structures with the same formula, charge and spin ... 268.70 kJ/mol

***

Record 2
Molecular formula: C4H9NS2
Method: DFT, the ωB97M-V functional and the def2-TZVPD basis

Element x y z (Å)
C -0.33 1.18 -1.02
C 0.25 0.67 0.28
C 1.55 -0.14 0.15
C -0.74 0.00 1.25
H -0.41 0.35 -1.73
H -1.30 1.64 -0.84
H 0.36 1.96 -1.48
H 0.56 1.46 0.90
H 2.15 0.27 -0.65
H 2.12 -0.07 1.08
H 0.56 -2.21 0.78
H -0.53 0.10 2.29
H -1.46 -1.22 -1.34
N -1.72 -0.77 0.99
S 1.37 -1.94 -0.24
S -2.42 -1.27 -0.39

LUMO energy ... 0.75 eV
Total energy ... -27453.221 eV
E_HOMO ... -8.7 eV
Energy above the lowest of the compared OMol25 structures with the same formula, charge and spin ... 147.02 kJ/mol

***

Record 3
Molecular formula: C28H71BO11P
Method: DFT, the ωB97M-V functional and the def2-TZVPD basis

Element x y z (Å)
C -1.68 1.43 2.70
C -1.99 1.63 1.10
O -3.07 2.40 0.80
O -1.21 1.10 -0.02
C -0.58 -0.20 0.29
B -1.63 -1.48 0.27
C -1.95 -2.11 1.76
P -0.36 -2.59 2.76
O 0.21 -1.35 3.59
O 0.97 -3.12 1.73
O -0.75 -3.82 3.94
H -2.48 0.74 3.25
H -1.78 2.49 3.22
H -0.58 1.06 2.94
H 0.18 -0.41 -0.60
H 0.10 -0.16 1.26
H -2.64 -1.26 -0.34
H -1.09 -2.36 -0.34
H -2.51 -3.15 1.57
H -2.71 -1.45 2.39
H 1.82 -2.66 2.07
H -1.35 -3.44 4.64
C -6.32 2.14 1.00
C -6.47 0.94 1.92
O -6.55 1.28 3.30
C -7.64 2.12 3.68
C -9.00 1.51 3.39
H -5.43 2.72 1.27
H -6.23 1.82 -0.04
H -7.18 2.81 1.07
H -5.58 0.30 1.81
H -7.33 0.32 1.63
H -7.54 3.10 3.22
H -7.55 2.27 4.76
H -9.15 1.34 2.32
H -9.80 2.17 3.73
H -9.10 0.54 3.89
C 4.09 -6.57 3.23
C 4.04 -5.68 1.99
O 4.16 -4.29 2.28
C 5.37 -3.89 2.92
C 6.62 -4.20 2.12
H 3.30 -6.28 3.93
H 3.95 -7.62 2.95
H 5.05 -6.48 3.75
H 3.07 -5.82 1.51
H 4.79 -5.99 1.26
H 5.43 -4.32 3.93
H 5.30 -2.80 3.06
H 6.75 -5.27 1.95
H 7.51 -3.83 2.64
H 6.57 -3.72 1.13
C 3.47 5.03 0.65
C 3.51 3.81 -0.25
O 2.35 2.99 -0.14
C 1.11 3.60 -0.47
C 1.05 4.11 -1.90
H 3.35 4.73 1.70
H 4.40 5.61 0.56
H 2.64 5.70 0.40
H 4.37 3.19 0.04
H 3.68 4.09 -1.29
H 0.88 4.39 0.24
H 0.34 2.83 -0.34
H 1.80 4.89 -2.09
H 0.06 4.54 -2.11
H 1.24 3.30 -2.61
C -4.63 1.96 -5.85
C -5.70 2.09 -4.78
O -5.58 1.13 -3.74
C -4.36 1.14 -2.99
C -4.09 2.46 -2.29
H -4.66 0.96 -6.30
H -4.79 2.70 -6.64
H -3.63 2.11 -5.45
H -6.68 1.94 -5.23
H -5.70 3.10 -4.35
H -3.52 0.86 -3.64
H -4.45 0.35 -2.24
H -3.99 3.29 -2.99
H -3.17 2.40 -1.70
H -4.92 2.70 -1.61
C -0.80 0.43 -7.76
C -1.95 -0.54 -7.52
O -2.91 -0.55 -8.57
C -2.42 -0.92 -9.86
C -1.82 -2.32 -9.91
H -1.18 1.45 -7.90
H -0.12 0.43 -6.90
H -0.22 0.17 -8.65
H -2.48 -0.23 -6.61
H -1.58 -1.55 -7.33
H -1.71 -0.17 -10.23
H -3.28 -0.89 -10.54
H -0.95 -2.41 -9.25
H -1.51 -2.56 -10.93
H -2.56 -3.06 -9.58
C 9.91 -0.88 5.68
C 8.77 -1.32 4.77
O 7.63 -1.78 5.49
C 7.01 -0.84 6.37
C 6.51 0.41 5.66
H 10.22 -1.70 6.34
H 10.78 -0.57 5.08
H 9.63 -0.04 6.31
H 9.12 -2.16 4.16
H 8.49 -0.52 4.08
H 7.69 -0.59 7.19
H 6.15 -1.36 6.82
H 7.32 0.97 5.19
H 6.01 1.07 6.37
H 5.80 0.14 4.87

Net charge ... -1
LUMO energy ... 2.23 eV
Total energy ... -62672.696 eV
E_HOMO ... -5.6 eV

***

Record 4
Molecular formula: C4H12
Method: DFT, the ωB97M-V functional and the def2-TZVPD basis

Element x y z (Å)
C -1.96 1.45 -1.56
C -1.15 0.29 -1.13
H -2.12 2.27 -0.76
H -1.66 2.25 -2.31
H -2.92 1.12 -1.80
H -1.40 -0.23 -0.18
H -0.06 0.63 -0.84
H -1.36 -0.57 -1.66
C 1.61 -1.31 0.67
C 1.52 -0.67 1.97
H 2.65 -1.83 0.44
H 0.63 -1.67 0.37
H 1.89 -0.49 -0.13
H 0.76 -1.10 2.66
H 1.18 0.45 1.74
H 2.40 -0.59 2.52

LUMO energy ... 1.06 eV
Total energy ... -4340.423 eV
E_HOMO ... -10.5 eV
Energy above the lowest of the compared OMol25 structures with the same formula, charge and spin ... 203.09 kJ/mol

***

Record 5
Molecular formula: C43H57BrN2O3PdSSb2
Method: DFT, the ωB97M-V functional and the def2-TZVPD basis

Element x y z (Å)
Pd -0.34 -0.15 0.80
C -3.99 1.57 -0.22
Sb -2.96 0.33 1.17
C -3.44 1.38 2.96
C -4.38 -1.30 1.37
C -4.76 -1.98 0.10
C -5.67 -1.38 -0.76
C -6.06 -1.98 -1.95
C -5.53 -3.22 -2.32
C -4.64 -3.84 -1.49
C -4.23 -3.26 -0.26
C -3.33 -3.97 0.56
Sb -1.02 -3.11 -0.13
C -1.32 -3.55 -2.19
C -0.28 -4.98 0.57
H -4.99 1.75 0.16
H -4.05 1.11 -1.20
H -3.46 2.52 -0.29
H -4.53 1.41 3.06
H -3.06 2.40 2.90
H -3.01 0.87 3.82
H -5.26 -0.81 1.81
H -3.98 -1.97 2.12
H -6.11 -0.43 -0.48
H -6.78 -1.48 -2.59
H -5.85 -3.69 -3.24
H -4.24 -4.82 -1.75
H -3.11 -5.00 0.31
H -3.21 -3.71 1.60
H -1.55 -4.61 -2.31
H -0.39 -3.32 -2.70
H -2.13 -2.96 -2.60
H -0.67 -5.79 -0.04
H -0.55 -5.12 1.61
H 0.81 -4.95 0.50
C 3.57 1.66 4.06
C 2.33 0.82 4.02
C 1.93 0.03 5.10
C 0.80 -0.76 5.00
C 0.09 -0.73 3.82
Br -1.43 -1.85 3.67
N 0.42 0.03 2.79
C 1.54 0.78 2.89
H 3.65 2.20 5.00
H 3.59 2.38 3.24
H 4.46 1.03 3.97
H 2.51 0.02 6.01
H 0.48 -1.39 5.82
H 1.80 1.35 2.01
C 7.53 -4.21 -0.53
C 6.15 -3.66 -0.36
C 5.04 -4.37 -0.83
C 3.75 -3.88 -0.66
C 3.58 -2.66 -0.01
C 4.67 -1.94 0.46
C 5.94 -2.44 0.27
S 1.97 -2.08 0.33
O 1.50 -2.57 1.61
O 2.00 -0.61 0.26
O 1.09 -2.62 -0.77
H 7.56 -5.01 -1.26
H 7.89 -4.62 0.42
H 8.23 -3.43 -0.83
H 5.18 -5.31 -1.35
H 2.90 -4.42 -1.04
H 4.51 -0.98 0.94
H 6.79 -1.88 0.63
C 1.28 6.58 0.18
C 0.65 5.33 0.75
C 0.13 5.32 2.04
C -0.46 4.17 2.59
C -1.01 4.19 3.99
C -0.51 3.03 1.82
C 0.00 2.99 0.49
C 0.58 4.19 -0.02
N -0.11 1.82 -0.18
C 0.05 1.69 -1.65
C 1.54 1.67 -2.06
C 1.65 1.45 -3.58
C 1.04 0.10 -3.95
C -0.44 0.09 -3.56
C -1.18 1.20 -4.31
C -0.58 2.55 -3.93
C 0.91 2.57 -4.31
C -0.73 2.78 -2.42
C -0.57 0.35 -2.05
H 1.35 7.36 0.93
H 0.69 6.96 -0.65
H 2.29 6.37 -0.19
H 0.18 6.22 2.64
H -1.83 4.91 4.08
H -0.24 4.49 4.70
H -1.38 3.21 4.29
H -0.96 2.14 2.22
H 1.01 4.21 -1.01
H 2.04 0.87 -1.52
H 2.03 2.60 -1.80
H 2.70 1.47 -3.85
H 1.57 -0.71 -3.42
H 1.15 -0.08 -5.02
H -0.88 -0.88 -3.80
H -2.25 1.18 -4.06
H -1.10 1.04 -5.39
H -1.11 3.35 -4.45
H 1.34 3.54 -4.06
H 1.01 2.45 -5.39
H -1.78 2.74 -2.14
H -0.37 3.78 -2.18
H -0.05 -0.47 -1.54
H -1.64 0.33 -1.78

Net charge ... +2
LUMO energy (alpha / beta) ... -4.55 / -7.16 eV
Total energy ... -152057.602 eV
Multiplicity ... 5
E_HOMO (alpha / beta) ... -12.7 / -13.4 eV
Energy above the lowest of the compared OMol25 structures with the same formula, charge and spin ... 0.00 kJ/mol

***

- total energy of number 2 (C4H9NS2)?
  -27453.221 eV

***

- What is the formula in the fourth record?
  C4H12

***

- Among the records above, which one has the lowest total energy?
  C43H57BrN2O3PdSSb2

***

- Among the records above, which one has the highest total energy?
  C4H12